15
Properties=species:S:1:pos:R:3:nbo_charge:R:1 method="wB97M-V/def2-TZVPD" total_energy_ha=-304.6787 e_homo_ha=-0.2844 de_lowest_ev=4.266
C -1.30514 -1.29811 0.38699 -0.39
N -0.07900 -0.61278 0.06520 -0.37
C 1.20306 -1.11750 0.19038 -0.07
C 2.11713 -0.10056 0.02210 -0.33
C 1.41857 1.14363 -0.21129 -0.40
C 0.12620 0.73337 -0.12778 0.09
N -0.76279 1.83046 -0.47262 -0.78
H -2.12639 -0.90007 -0.21945 0.19
H -1.20037 -2.36016 0.14964 0.22
H -1.57659 -1.20231 1.44668 0.19
H 1.33879 -2.17389 0.39718 0.20
H 3.19147 -0.25405 0.04081 0.21
H 0.30069 2.35873 -0.55364 0.45
H -1.38955 2.18806 0.25064 0.40
H -1.25609 1.76519 -1.36484 0.40